[1]
This record from the OMol25 dataset describes a 9-piece molecular cluster, H18O9 overall in a non-equilibrium geometry. The level of theory is ωB97M-V/def2-TZVPD.

```
27
Properties=species:S:1:pos:R:3
O -0.17992 -0.33947 -2.18180
H -1.13124 -0.37162 -2.03055
H -0.16354 0.53891 -2.47743
O 1.33936 -2.42557 -1.61408
H 0.75922 -1.63976 -1.76486
H 1.29305 -2.43175 -0.61665
O 0.18705 0.52996 3.01160
H -0.73711 0.50247 2.87564
H 0.37057 0.61309 2.08046
O -0.33398 3.39425 -0.01383
H 0.19516 3.85637 0.60263
H 0.30303 3.21286 -0.69232
O 0.85310 -1.92138 1.13247
H 1.12347 -2.24029 1.99645
H 1.17227 -1.00417 1.23127
O -0.59059 0.74366 0.37439
H -0.28012 0.38199 -0.46010
H -0.37023 1.67696 0.41793
O -3.08895 1.29977 -0.09936
H -2.98241 2.21528 -0.46377
H -2.20378 1.12053 0.19904
O 3.09140 0.33813 -1.15666
H 2.60392 0.27647 -0.35630
H 2.85034 -0.34024 -1.79567
O -1.62932 -2.51120 0.35880
H -1.52886 -3.40781 0.65089
H -0.92189 -2.06746 0.79180
```

Its SMILES is O.O.O.O.O.O.O.O.O. The value obtained for the molecular weight is 162.14 g mol⁻¹. The relative energy (zero: lowest compared OMol25 entry of this formula, charge and spin) is 2.864 eV. The calculation puts the HOMO-LUMO gap at 10.1 eV. Its total energy is -687.9205 a.u.

natural (NBO) atomic charge list, values in e, 6 entries: -0.931 0.502 0.479 -0.988 0.473 0.480


[2]
This record from the OMol25 dataset describes a 3-piece molecular cluster, C4H7NO2 overall in a non-equilibrium geometry. The level of theory is ωB97M-V/def2-TZVPD.

```
14
Properties=species:S:1:pos:R:3
O 1.69628 0.16033 -0.66285
C 1.26519 0.99918 0.31477
C 1.24647 2.32088 0.16941
N -1.10875 -0.80862 -0.87414
C -2.36446 -0.72877 -1.01949
C 0.78043 -2.56690 0.44966
O 0.16034 -3.46893 0.74663
H 1.52044 -0.75157 -0.38298
H 0.92657 0.51685 1.23287
H 0.90552 2.95409 0.97996
H 1.58689 2.78674 -0.75032
H -0.62379 -0.03635 -1.33688
H -2.87996 0.06414 -1.57387
H -2.99865 -1.49486 -0.56690
```

The value obtained for the molecular weight is 101.10 g mol⁻¹. The relative energy (zero: lowest compared OMol25 entry of this formula, charge and spin) is 2.658 eV. The calculation puts the HOMO-LUMO gap at 9.8 eV. Its total energy is -361.7832 a.u.

natural (NBO) atomic charge list, values in e, 6 entries: -0.712 0.137 -0.527 -0.627 -0.030 0.503


[3]
This record from the OMol25 dataset describes an isolated ion of composition C8H16ClN4 and charge +1 in a non-equilibrium geometry. The level of theory is ωB97M-V/def2-TZVPD.

```
29
Properties=species:S:1:pos:R:3
C -0.69850 0.68928 -3.72623
C -0.70854 1.00267 -2.22891
N 0.52199 0.64535 -1.70489
N 1.52692 1.31037 -1.65290
C 2.52946 1.59708 -0.88324
N 2.25154 1.87063 0.39156
C 1.28432 1.25518 1.08807
Cl 0.61941 2.08745 2.41635
N 0.74000 0.06044 0.71742
C -0.20224 -0.77338 1.44296
C -1.70066 -0.37334 1.47487
C -0.36461 -2.16465 0.75202
C 0.29889 -1.13688 2.87602
H 0.10483 0.95221 -4.34064
H -0.59756 -0.31526 -3.73846
H -1.73487 0.86999 -4.20094
H -1.50054 0.41737 -1.58231
H -0.83659 2.08553 -2.23678
H 3.55107 1.90406 -1.17117
H 1.18223 -0.50789 0.02162
H -2.12640 -0.14099 0.54275
H -2.26654 -1.01955 2.04691
H -1.95433 0.67366 2.02980
H 0.56438 -2.33943 0.36471
H -1.04030 -2.07171 -0.02967
H -0.73938 -2.94631 1.55535
H 1.31051 -1.63717 2.97783
H 0.25897 -0.19000 3.42207
H -0.27348 -1.80469 3.37581
```

Its SMILES is CC/N=N/C=N\C(Cl)=[NH+]\C(C)(C)C. The value obtained for the molecular weight is 203.70 g mol⁻¹. The charge is +1. The relative energy (zero: lowest compared OMol25 entry of this formula, charge and spin) is 3.658 eV. The calculation puts the HOMO-LUMO gap at 8.4 eV. Its total energy is -993.2267 a.u.

natural (NBO) atomic charge list, values in e, 6 entries: -0.601 -0.286 0.013 -0.074 0.255 -0.499


[4]
This record from the OMol25 dataset describes C34H47BrFIrN5O2SSi as an isolated structure in a non-equilibrium geometry. The level of theory is ωB97M-V/def2-TZVPD.

```
93
Properties=species:S:1:pos:R:3
Ir 0.20023 -0.73447 -0.52512
C 4.28188 -1.85604 -0.74105
C 2.82447 -1.69618 -0.50725
N 2.17499 -0.58754 -0.74759
O 2.88997 0.46242 -1.27940
C 2.03031 -2.77767 0.03432
C 2.58070 -4.10114 0.44083
N 0.73394 -2.49602 0.20000
O -0.08024 -3.26373 0.71164
H 4.68893 -1.07974 -1.37903
H 4.46975 -2.83610 -1.17778
H 4.80115 -1.83400 0.22069
H 2.42643 1.25522 -0.95072
H 3.45193 -3.98566 1.08654
H 2.87855 -4.69608 -0.42451
H 1.81775 -4.65357 0.98277
N -0.70123 3.16404 0.69519
C -0.27029 3.90000 1.77909
C -1.19464 4.50469 2.62800
C -0.73788 5.21999 3.71307
C 0.63536 5.34778 3.96907
C 1.55687 4.75885 3.13623
C 1.10689 4.02512 2.03175
S 2.25745 3.28241 0.99140
N 1.38759 2.50458 -0.15029
C 0.07957 2.50980 -0.17063
C -0.65975 1.72635 -1.20445
C -0.04915 1.09456 -2.28335
C -0.86556 0.62115 -3.33069
C -2.22075 0.80447 -3.24812
C -2.74804 1.42953 -2.10186
N -2.00067 1.87571 -1.11581
H -1.69893 3.06077 0.50442
H -2.25414 4.40683 2.43088
H -1.44772 5.69331 4.37690
H 0.96871 5.91908 4.82371
H 2.61790 4.85856 3.32481
H 1.02080 1.13340 -2.43804
H -0.40782 0.17236 -4.20134
H -2.88345 0.49403 -4.04347
H -3.81654 1.57731 -2.00723
C -4.67355 -5.59089 -0.58962
C -3.47024 -4.62980 -0.48009
C -2.74308 -4.62961 -1.83672
C -2.50150 -5.24701 0.54581
Si -4.09851 -2.91130 0.03049
Br -2.25616 -1.43224 -0.62619
C -5.46344 -2.17288 -1.09056
C -5.74976 -0.69915 -0.75823
C -5.10594 -2.26529 -2.58360
C -6.79351 -2.93125 -0.88560
C -4.20808 -2.50544 1.89084
C -4.40658 -1.01750 2.22168
C -2.91978 -2.93889 2.62298
C -5.38829 -3.28861 2.49682
H -4.28388 -6.60444 -0.70395
H -5.29271 -5.38846 -1.46105
H -5.31308 -5.58924 0.29582
H -2.44732 -5.65622 -2.05947
H -1.83457 -4.02634 -1.80684
H -3.35766 -4.28258 -2.66412
H -2.07569 -6.14941 0.10319
H -3.01729 -5.55471 1.45567
H -1.68306 -4.58282 0.81499
H -4.84534 -0.09090 -0.69840
H -6.28869 -0.59162 0.17956
H -6.39277 -0.28721 -1.53953
H -4.11846 -1.85750 -2.81149
H -5.84755 -1.70101 -3.15391
H -5.13868 -3.29017 -2.94991
H -7.09691 -3.00196 0.15823
H -6.77564 -3.93393 -1.30065
H -7.57917 -2.38039 -1.40891
H -3.61143 -0.39817 1.80689
H -4.36854 -0.91517 3.30849
H -5.36321 -0.61823 1.89924
H -2.01201 -2.57627 2.13905
H -2.83959 -4.01766 2.72534
H -2.94641 -2.52326 3.63276
H -6.35418 -2.94538 2.12591
H -5.38746 -3.13731 3.57896
H -5.31345 -4.36458 2.32371
F 0.05155 1.12057 5.31022
C 0.10590 0.71052 4.03639
C -0.99014 0.91753 3.22054
C -0.92737 0.49914 1.89854
C 0.21770 -0.12634 1.39860
C 1.29758 -0.33424 2.25374
C 1.24818 0.08850 3.57610
H -1.88280 1.37338 3.62956
H -1.80006 0.63152 1.27508
H 2.19510 -0.82376 1.90197
H 2.07879 -0.06923 4.25051
```

The value obtained for the molecular weight is 909.06 g mol⁻¹. The charge is +2. The relative energy (zero: lowest compared OMol25 entry of this formula, charge and spin) is 0.540 eV. The calculation puts the HOMO-LUMO gap (spin up / spin down) at 6.4 / 4.9 eV. As for the expectation value of S²: 0.7633. Its total energy is -5213.3492 a.u. As for the spin multiplicity: 2.

Mulliken atomic charge list, values in e, 6 entries: 1.051 -1.723 0.537 0.452 -0.596 0.646


[5]
This record from the OMol25 dataset describes a 2-piece molecular cluster, C7H9N3S overall in a non-equilibrium geometry. The level of theory is ωB97M-V/def2-TZVPD.

```
20
Properties=species:S:1:pos:R:3
C 1.74935 -2.40603 2.07191
S 1.28890 -0.75587 1.52018
C -0.27483 -1.35760 0.57088
C -0.87758 -0.16641 -0.11334
C -0.80330 1.10871 0.41301
C -1.32102 2.19217 -0.24869
C -1.98693 1.86595 -1.39098
N -2.16540 0.68695 -1.93816
C -1.51620 -0.35635 -1.32856
H 0.99862 -2.87097 2.81195
H 2.88418 -2.34706 2.25450
H 1.72250 -3.10383 1.15961
H -0.01462 -2.06355 -0.09723
H -0.88001 -1.90120 1.30869
H -0.25870 1.24427 1.36998
H -1.01917 3.23171 0.16190
H -2.46539 2.76086 -2.01226
H -1.48156 -1.42888 -1.72987
N -1.29867 -0.28671 3.89277
N -1.64740 -1.32125 4.04471
```

Its SMILES is CSCc1cccnc1.N#N. The value obtained for the molecular weight is 167.24 g mol⁻¹. The relative energy (zero: lowest compared OMol25 entry of this formula, charge and spin) is 1.166 eV. The calculation puts the HOMO-LUMO gap at 9.6 eV. Its total energy is -834.5753 a.u.

natural (NBO) atomic charge list, values in e, 6 entries: -0.785 0.159 -0.464 -0.113 -0.164 -0.262


[6]
This record from the OMol25 dataset describes the molecule C4H10N2O2 in a non-equilibrium geometry. The level of theory is ωB97M-V/def2-TZVPD.

```
18
Properties=species:S:1:pos:R:3
C -2.03574 -1.72212 0.04375
C -1.07621 -0.51817 0.00388
N 0.20874 -0.60645 0.08666
C 0.98842 0.65918 0.15271
C 2.42704 0.28730 0.40591
O 2.78236 -0.71800 -0.50821
N -1.82700 0.58632 0.14672
O -1.40194 1.83029 -0.38578
H -2.65729 -1.76062 -0.80832
H -2.75845 -1.68341 0.88270
H -1.48315 -2.61727 0.23635
H 0.77095 1.19824 -0.82458
H 0.67201 1.29800 1.01497
H 3.15484 1.11712 0.25718
H 2.62110 -0.02377 1.50386
H 1.96811 -1.26859 -0.71845
H -2.82691 0.44029 -0.03622
H -0.99774 2.30546 0.37329
```

Its SMILES is C/C(=N/CCO)NO. The value obtained for the molecular weight is 118.14 g mol⁻¹. The relative energy (zero: lowest compared OMol25 entry of this formula, charge and spin) is 4.195 eV. The calculation puts the HOMO-LUMO gap at 9.9 eV. Its total energy is -418.3068 a.u.

natural (NBO) atomic charge list, values in e, 6 entries: -0.664 0.436 -0.532 -0.284 -0.061 -0.738